(1)
Here is a 10-piece molecular cluster, C20H60O10 overall in a non-equilibrium geometry from OMol25. Energies are from the ωB97M-V functional and the def2-TZVPD basis.

The geometry in XYZ format:
```
90
Properties=species:S:1:pos:R:3:forces:R:3
C 6.053140 -19.586550 -5.289450 -3.0440 1.5626 -0.4670
C 7.053240 -20.511640 -4.834310 1.5198 -0.4937 -0.5406
O 7.528910 -21.180310 -6.011420 0.4275 -0.8848 0.4638
H 6.478840 -18.880220 -6.002180 0.0007 0.1282 0.0350
H 5.547880 -19.026090 -4.502870 0.3354 0.2516 0.2890
H 5.215100 -20.079620 -5.782070 0.1218 -0.2389 -0.2856
H 6.702240 -21.275070 -4.140000 0.1196 0.0702 -0.0780
H 7.819190 -19.873880 -4.393090 0.5496 -0.5823 0.4426
H 7.982970 -20.566080 -6.592930 -0.0295 0.1884 0.1433
C 2.881500 -4.356630 -2.034420 -0.5095 2.3148 -0.8620
C 2.205880 -5.023840 -0.914800 -0.7279 1.0076 0.4706
O 2.977370 -6.095340 -0.542050 0.8567 -1.5822 0.2508
H 3.739760 -3.788270 -1.676020 0.4278 -0.4497 -0.1833
H 2.190770 -3.563220 -2.319910 0.0049 0.1350 -0.6598
H 3.093700 -4.972170 -2.908590 0.0604 -0.1024 0.0613
H 1.188570 -5.300560 -1.191580 -0.1984 -0.1661 0.1866
H 2.203660 -4.294550 -0.104720 -0.5415 -0.0490 0.2935
H 3.534350 -6.126870 -1.323320 0.6278 -1.1192 0.4506
C 1.461890 -12.074540 -3.520640 -0.5788 -1.2660 0.3638
C 0.680390 -13.397620 -3.867950 1.9052 1.4712 -0.6407
O -0.089730 -13.923780 -2.850130 -1.1339 0.2719 0.7131
H 2.155330 -12.157460 -2.683760 0.2287 -0.1940 -0.0995
H 0.708410 -11.350320 -3.211000 0.0559 0.2128 -0.2510
H 1.976260 -11.771530 -4.432620 0.0752 0.2576 0.1859
H 1.322260 -14.219180 -4.185990 0.4962 0.3346 -0.5525
H 0.141620 -12.989880 -4.723270 -0.9455 -0.9734 0.0685
H 0.495140 -14.001630 -2.092850 -0.1009 -0.1375 0.2316
C 9.089380 -13.633370 0.750440 0.7054 1.7737 1.7569
C 8.509000 -13.986570 -0.598010 1.1039 1.3194 1.5610
O 8.347450 -15.349330 -0.530120 -0.9337 -1.8532 -1.1966
H 8.659920 -14.017670 1.675630 -1.2491 -0.3367 -0.4509
H 9.112110 -12.559500 0.935880 0.0362 0.3234 -0.2019
H 10.101250 -13.959830 0.990540 0.4104 -0.1701 -1.1333
H 9.233460 -13.642130 -1.335990 -0.0976 -0.4552 -0.4187
H 7.559410 -13.489330 -0.795830 -0.0012 0.2551 0.0246
H 7.427200 -15.410070 -0.263560 0.0153 -0.8593 0.0586
C -1.243760 -17.771260 -9.252960 1.3691 0.3211 -0.8558
C -2.494510 -18.511120 -8.967170 -0.2523 0.7710 1.0368
O -2.316110 -19.863530 -9.318840 -0.6614 -0.2124 0.1943
H -0.992090 -17.811840 -10.312730 -0.2959 0.4077 -0.3154
H -0.389220 -18.310190 -8.843810 -0.1098 0.0205 0.5571
H -1.218410 -16.740840 -8.898420 -0.1285 -0.0014 -0.0515
H -3.394790 -18.023110 -9.340610 -0.0495 -0.2500 -0.9102
H -2.681570 -18.361180 -7.903860 0.1157 -0.9713 0.4062
H -2.540540 -19.953560 -10.247880 0.0127 -0.0844 -0.0578
C 5.435400 -13.596940 -9.864270 -0.2300 -0.2483 -0.9802
C 5.913470 -12.887440 -8.649310 0.1358 -0.2663 0.4815
O 7.113500 -12.184520 -8.941700 -0.0864 0.2277 0.2580
H 4.460050 -14.053110 -9.694860 -0.0402 -0.0242 -0.1526
H 6.111440 -14.330910 -10.302850 0.1574 -0.2319 0.4400
H 5.375330 -12.830080 -10.636550 -0.4287 0.0138 -0.1159
H 6.131500 -13.528850 -7.795400 -0.3283 -0.3237 0.0657
H 5.091360 -12.236980 -8.350760 0.4192 0.5557 0.1642
H 7.785650 -12.850280 -8.778670 0.3995 0.2961 -0.1577
C -4.201280 -20.582130 -2.445320 -1.5474 -0.3152 -0.7968
C -3.494440 -19.492040 -1.774500 2.4598 0.4020 -0.4967
O -4.223360 -18.317590 -1.587320 -0.9748 0.6793 0.4696
H -3.593180 -21.475220 -2.589190 -0.0431 0.0254 0.3082
H -4.546340 -20.259200 -3.427540 -0.0307 -0.0251 -0.1144
H -5.100280 -20.771010 -1.858620 -0.0667 -0.5593 -0.0337
H -2.703030 -19.111910 -2.420460 0.8199 -0.9449 -0.0703
H -3.034270 -19.890570 -0.870340 -0.0369 0.3356 0.4465
H -3.624220 -17.651860 -1.932930 -0.5723 0.4123 0.2862
C -0.206890 -4.979460 -8.165410 -0.5363 2.1560 1.4131
C -0.416790 -6.431630 -8.097270 1.1846 -0.7448 -0.3282
O -0.926890 -6.784440 -9.367040 -0.7317 -0.5507 -0.1149
H 0.641350 -4.625100 -8.751080 -0.3017 -0.2587 -0.2841
H -0.114310 -4.517250 -7.182620 0.7065 -0.3758 0.4654
H -1.141670 -4.471980 -8.403630 -0.0062 -0.1282 -0.9846
H -0.990910 -6.762010 -7.231630 -0.6253 0.1589 -0.1997
H 0.547620 -6.925970 -7.980480 0.2878 -0.1456 0.1530
H -1.322180 -7.657620 -9.313200 0.0220 -0.1118 -0.1180
C 0.947040 -16.982010 2.366040 -1.2622 0.3525 0.6107
C 2.042850 -15.977700 2.678400 0.0381 -2.0860 0.0562
O 2.323960 -15.294070 1.472220 0.0633 1.0997 0.7387
H 1.165620 -17.449260 1.405820 0.1264 -0.3017 0.2828
H -0.053550 -16.558900 2.277200 0.0908 0.7704 -0.4689
H 0.698770 -17.679000 3.166440 0.9018 -0.5001 0.0012
H 2.912210 -16.565520 2.972970 0.3411 -0.0560 -0.0105
H 1.902450 -15.292420 3.514320 -0.6327 0.0424 -0.0477
H 2.377300 -14.424400 1.875250 0.3375 0.7166 -1.1778
C 2.467500 -9.945150 6.141680 0.0402 -0.4316 0.0741
C 2.855550 -9.385320 4.777260 -0.9336 0.7979 1.9572
O 2.849400 -10.332860 3.768380 0.5040 -0.3483 -0.8454
H 1.742890 -10.755220 6.059210 -0.3186 0.1999 -0.3289
H 2.018760 -9.147470 6.733660 0.0892 -0.0681 0.1197
H 3.266510 -10.411780 6.717830 0.3649 0.3133 -0.1461
H 3.791930 -8.830990 4.840580 0.3051 -0.0712 0.0080
H 2.081230 -8.663850 4.516480 -0.0988 0.4299 0.1604
H 2.935410 -9.708710 3.044060 0.0448 -0.8333 -1.0209
```
Positions in Å, forces in eV/Å.

Properties
total charge = 0
structure (SMILES) = CCO.CCO.CCO.CCO.CCO.CCO.CCO.CCO.CCO.CCO
highest occupied orbital energy = -10.2 eV
multiplicity = 1
M = 460.69 g/mol
lowest unoccupied orbital energy = 0.1107 eV
frontier orbital gap = 10.337 eV
energy = -42181.3932 eV

Atom charges from the Löwdin analysis, given in e for atoms 1 to 4: number 1, C, carries -0.14; number 2, C, carries -0.34; number 3, O, carries -0.08; number 4, H, carries 0.08

(2)
Here is a 4-piece molecular cluster, C22H45N2O6 overall in a non-equilibrium geometry from OMol25. Energies are from the ωB97M-V functional and the def2-TZVPD basis.

The geometry in XYZ format:
```
75
Properties=species:S:1:pos:R:3:forces:R:3
C 2.234442 -2.703248 -1.193808 -0.2509 0.4809 -0.5179
C 1.891985 -1.833266 -1.989344 -1.2970 -1.2875 -0.1323
N 1.185284 -1.020243 -2.938961 1.0433 -0.9541 2.1536
C 0.362922 0.061925 -2.276259 -0.2532 1.0057 -0.5682
C -1.092198 0.069375 -2.922763 -0.3785 1.3105 -0.1175
C -2.270687 0.462348 -1.932969 -0.7290 -1.1603 -1.0983
C -3.681478 0.515094 -2.723427 0.0882 -0.8196 1.5419
C -4.824332 0.334541 -1.591002 0.5098 0.3757 -0.4533
N -5.618301 -0.935998 -1.797668 0.2924 -0.3189 0.7873
C -4.781244 -2.117286 -1.447891 0.6608 -0.8306 0.2742
C -4.424070 -3.097422 -2.655451 -0.1696 1.0157 0.0496
O -4.408395 -2.348364 -0.305684 -0.9223 0.4410 -1.9783
C 0.395674 0.033052 -0.690095 2.5711 2.0090 4.0211
O -0.246205 -0.757002 0.043624 -0.2625 0.1198 -2.2495
O 1.231755 0.916619 -0.096131 -2.3688 -2.0663 -3.2074
H 2.377388 -3.515068 -0.431501 -0.0204 1.6404 -1.3459
H 0.609234 -1.623758 -3.530469 0.2868 0.1930 0.4884
H 0.860830 1.041851 -2.585370 -0.6904 -1.2465 0.6924
H -1.079417 0.874155 -3.739662 -0.0048 -1.1352 0.8601
H -1.387201 -0.892220 -3.448478 0.5051 0.8237 0.7739
H -2.117720 1.452792 -1.412669 0.0752 -1.2559 -0.3827
H -2.387019 -0.409152 -1.204608 0.4591 1.5172 -0.5797
H -3.783553 -0.400987 -3.398113 0.2733 1.3934 0.5715
H -3.824823 1.475005 -3.298578 0.1501 -1.1260 0.4825
H -4.337372 0.229882 -0.566847 -0.5293 0.6852 -1.2059
H -5.531289 1.224158 -1.650138 0.7223 -1.2748 0.3432
H -6.326609 -0.928539 -1.040309 0.5035 0.0142 -0.5160
H -3.294533 -3.203361 -2.721104 -1.4011 0.0617 0.2183
H -4.818137 -2.618257 -3.612326 0.5162 -0.8375 1.2455
H -4.907179 -4.109729 -2.488667 0.5787 1.2730 -0.1873
C 4.591287 3.568670 3.040497 -0.0573 0.0714 -0.1185
C 4.504331 2.410274 4.020450 -0.1620 0.0005 -0.0717
O 3.202858 2.203698 4.541554 0.1388 0.1911 0.4185
C 2.182065 1.907307 3.588372 -0.0189 -0.2701 -0.2866
C 2.446114 0.650123 2.782365 -0.0227 -0.1197 0.1711
H 4.252577 4.495418 3.513880 0.0650 -0.0642 0.0059
H 5.621711 3.703262 2.700712 -0.0346 0.0173 0.0685
H 3.968496 3.405148 2.159934 0.0634 -0.0702 -0.0042
H 5.150589 2.624036 4.876560 -0.1589 -0.0374 0.1036
H 4.883159 1.486796 3.570561 -0.0045 0.0198 -0.1240
H 2.019502 2.767678 2.931225 0.0400 -0.0512 -0.0693
H 1.257786 1.775417 4.157317 0.1884 0.0881 0.1511
H 3.356787 0.729435 2.186346 -0.1353 0.0376 -0.1463
H 1.615651 0.455707 2.099101 0.1605 0.0869 -0.1404
H 2.563445 -0.211835 3.447284 -0.0043 0.0782 0.0744
C 8.685362 3.673361 5.820582 -0.1279 -0.0296 0.0420
C 9.116856 4.769513 4.860281 -0.0719 -0.0591 0.0840
O 8.032459 5.499182 4.307652 0.0064 0.0459 -0.1980
C 7.197933 6.183347 5.230751 0.0124 -0.0177 0.0513
C 7.935088 7.218294 6.063840 0.1436 0.0260 0.0172
H 8.009760 2.973013 5.321534 0.0879 0.0490 0.0189
H 9.556120 3.122940 6.185409 -0.0415 0.0284 -0.0547
H 8.157734 4.074636 6.687383 0.0760 -0.0021 0.0319
H 9.643225 4.313198 4.019086 -0.1556 0.1365 -0.0858
H 9.829116 5.451608 5.336665 0.0043 -0.0032 0.0921
H 6.672926 5.464734 5.868886 0.0302 0.0243 0.0667
H 6.429518 6.687837 4.639696 0.1345 -0.1618 -0.1230
H 8.712950 6.767294 6.682875 -0.0781 0.0004 0.0599
H 7.238700 7.737880 6.725910 0.0163 -0.0309 -0.0517
H 8.418208 7.955170 5.416744 -0.0668 -0.0315 0.0240
C -8.250434 -4.773438 -5.998158 -0.1342 -0.0331 0.0647
C -6.869422 -4.929336 -5.383271 -0.0722 -0.0009 -0.0352
O -6.896286 -5.265585 -4.004448 0.0658 0.0794 0.1519
C -7.543745 -6.482317 -3.664048 0.0222 -0.0247 -0.0587
C -6.920266 -7.705066 -4.315290 0.0979 -0.0168 -0.1019
H -8.822635 -4.010727 -5.462532 0.0845 -0.0271 -0.0618
H -8.168415 -4.479642 -7.047414 0.0200 0.0080 0.0760
H -8.823203 -5.701466 -5.955777 0.0340 -0.0167 -0.0817
H -6.341254 -3.976491 -5.458927 0.0205 -0.0753 0.2185
H -6.271595 -5.658630 -5.939529 -0.0509 -0.0504 -0.0482
H -8.613402 -6.417330 -3.891207 -0.0098 -0.0579 -0.0674
H -7.465150 -6.581183 -2.578338 0.0747 0.2024 -0.0848
H -6.977287 -7.662779 -5.404533 -0.0815 -0.0441 0.0266
H -7.433009 -8.612251 -3.987481 0.0239 0.0546 0.0066
H -5.863952 -7.783764 -4.045837 -0.0806 0.0030 0.0254
```
Positions in Å, forces in eV/Å.

Properties
total charge = -1
highest occupied orbital energy = -4.1 eV
multiplicity = 1
M = 433.61 g/mol
lowest unoccupied orbital energy = 2.2376 eV
frontier orbital gap = 6.310 eV
energy = -38804.8741 eV

Atom charges from the Löwdin analysis, given in e for atoms 1 to 4: number 1, C, carries 0.06; number 2, C, carries -0.20; number 3, N, carries -0.01; number 4, C, carries -0.24